Record 1
Formula: C55H44BrCuN3O2P2Si
Source: OMol25
Level of theory: the ωB97M-V functional and the def2-TZVPD basis

Results
E_LUMO (alpha / beta): -0.630 / -0.634 eV
Electronic energy: -207453.639 eV
Strongest force on any atom: 0.1 eV Å⁻¹
2S+1: 2
Expectation value of S²: 0.775
Relative energy (zero: lowest compared OMol25 entry of this formula, charge and spin): 0.021 eV

Cartesian coordinates (Å):
Cu 0.01249 0.51792 0.84862
C -1.11639 -2.79846 2.12280
Si -1.27855 -1.65045 0.64893
C -2.95645 -0.76555 0.69915
C -4.07065 -1.38916 1.26332
C -5.32783 -0.81383 1.15593
C -5.49241 0.38196 0.46661
C -4.39638 1.00912 -0.10364
C -3.13331 0.43516 0.01687
P -1.59874 1.22200 -0.57751
C -1.58839 0.94408 -2.37531
C -0.84608 1.75119 -3.23750
C -0.81974 1.47242 -4.59465
C -1.50193 0.37549 -5.10245
C -2.23420 -0.43508 -4.24874
C -2.28978 -0.14222 -2.89400
C -1.98885 2.98808 -0.35269
C -2.45189 3.78065 -1.39966
C -2.83088 5.09586 -1.16966
C -2.76097 5.62780 0.10874
C -2.31522 4.83787 1.15907
C -1.92978 3.52619 0.93209
C -1.57385 -2.85794 -0.79888
C -2.79016 -3.33793 -1.28694
C -2.80689 -4.44885 -2.11520
C -1.62219 -5.10025 -2.45856
C -0.40592 -4.62390 -2.00043
C -0.39517 -3.49244 -1.19094
P 0.95184 -2.46386 -0.57106
C 2.27401 -3.53747 0.04791
C 3.61954 -3.29244 -0.20709
C 4.59302 -4.10383 0.35814
C 4.23208 -5.15770 1.18290
C 2.89031 -5.40337 1.44755
C 1.91645 -4.59526 0.88635
C 1.63148 -1.73018 -2.08886
C 1.58498 -0.36202 -2.30383
C 2.13623 0.18472 -3.45773
C 2.71215 -0.63755 -4.40915
C 2.73659 -2.01581 -4.21398
C 2.20422 -2.55833 -3.05926
H -1.48153 -3.78699 1.83381
H -1.72078 -2.42949 2.95173
H -0.08874 -2.88158 2.47544
H -3.95575 -2.31933 1.80898
H -6.18197 -1.29161 1.61926
H -6.47388 0.83140 0.38725
H -4.51911 1.95320 -0.62067
H -0.27017 2.57530 -2.83810
H -0.24416 2.10718 -5.25664
H -1.46215 0.15350 -6.16124
H -2.77063 -1.29352 -4.63268
H -2.88696 -0.76455 -2.24289
H -2.51939 3.37832 -2.40132
H -3.18055 5.70313 -1.99456
H -3.05152 6.65518 0.28635
H -2.25846 5.24425 2.16079
H -1.55620 2.93169 1.75410
H -3.72270 -2.85929 -1.00904
H -3.75032 -4.82756 -2.48847
H -1.65610 -5.97705 -3.09250
H 0.51641 -5.12321 -2.27120
H 3.91082 -2.46321 -0.83786
H 5.63766 -3.90441 0.15604
H 4.99413 -5.78782 1.62306
H 2.60372 -6.22309 2.09338
H 0.87073 -4.78866 1.09674
H 1.14523 0.30734 -1.57543
H 2.11199 1.25916 -3.58563
H 3.14488 -0.21212 -5.30594
H 3.17991 -2.66389 -4.95913
H 2.24756 -3.62962 -2.90415
C -2.66943 -0.09703 5.67770
C -1.48279 -0.78781 5.89814
C -0.49679 -0.84333 4.92863
C -0.68860 -0.20351 3.69664
C -1.87172 0.50989 3.49171
C -2.85273 0.55751 4.46668
N 0.25403 -0.24152 2.66657
N 1.37051 -0.86851 2.97172
C 2.38749 -0.68853 2.07897
C 3.66769 -1.14066 2.45894
C 4.75069 -0.79382 1.69418
C 4.55811 -0.01026 0.55127
C 3.26692 0.33154 0.20891
N 2.19219 -0.02511 0.92158
H -3.43338 -0.06087 6.44309
H -1.32195 -1.29214 6.84316
H 0.42368 -1.38031 5.10053
H -2.02176 1.02500 2.55247
H -3.76312 1.11266 4.27608
H 3.76094 -1.70678 3.37498
H 5.74576 -1.10680 1.98554
H 5.38486 0.32559 -0.05861
H 3.07658 0.93381 -0.67105
Br 3.68741 3.62056 -1.94284
C 2.95119 4.68772 -0.54907
C 3.55128 5.92384 -0.35365
C 3.11199 6.75122 0.66636
C 2.09071 6.33139 1.50585
C 1.51506 5.08852 1.31187
C 1.91808 4.25014 0.27346
C 1.17674 2.94283 0.10696
O 1.01581 2.47669 -1.03490
O 0.73498 2.42716 1.17329
H 4.36251 6.22862 -0.99983
H 3.57872 7.71738 0.80814
H 1.75044 6.96646 2.31322
H 0.73310 4.72912 1.96659

Atoms 1-2, force components in eV/Å:
-0.045 -0.009 -0.138
-0.006 -0.031 -0.037

Here are the Löwdin charges for atoms 1 to 2, given in e:
1. Cu 0.21
2. C -0.17

Record 2
Formula: C55H45Br2CoN11OP2
Source: OMol25
Level of theory: the ωB97M-V functional and the def2-TZVPD basis

Results
E_LUMO (alpha / beta): -5.544 / -5.500 eV
Electronic energy: -272480.287 eV
Strongest force on any atom: 0.6 eV Å⁻¹
Total charge: +2
2S+1: 2
Expectation value of S²: 0.763
Relative energy (zero: lowest compared OMol25 entry of this formula, charge and spin): 0.000 eV

Cartesian coordinates (Å):
Co 0.36298 0.24517 0.35604
C -4.65351 -1.93674 -0.51359
N -3.23566 -1.55560 -0.57006
C -2.60211 -0.67320 0.18212
N -1.29890 -0.74571 0.16332
C -0.97061 -1.86638 -0.74065
N -2.27623 -2.40787 -1.21144
C -5.02888 -2.61965 0.78416
C -6.21266 -2.32305 1.44777
C -6.47328 -2.88423 2.69310
C -5.53543 -3.70134 3.30713
C -4.35865 -4.00792 2.63554
C -4.12515 -3.49261 1.36613
C -3.20252 -4.68618 3.23839
N -2.33015 -5.40185 2.62613
N -1.20861 -5.44416 3.46339
C -1.51136 -4.75003 4.50007
O -2.77967 -4.27078 4.45948
C -0.56731 -4.13981 5.44808
C -0.87233 -3.76856 6.75220
C 0.03130 -2.99098 7.46371
C 1.19127 -2.52065 6.85715
C 1.48478 -2.88229 5.54830
C 2.64499 -2.28086 4.78397
N 2.22690 -1.95149 3.40462
C 1.31649 -1.06837 3.00804
N 1.09064 -1.21306 1.70879
C 1.91485 -2.25050 1.36462
N 2.61180 -2.72682 2.36430
C 0.62741 -3.73102 4.87098
H -4.81777 -2.58433 -1.37329
H -5.25150 -1.03803 -0.65910
H -3.16277 0.02279 0.79573
H -0.32944 -2.60498 -0.25881
H -6.93261 -1.64315 1.00399
H -7.39878 -2.65138 3.20302
H -5.71893 -4.09710 4.29805
H -3.19813 -3.74762 0.86603
H -1.80665 -4.07685 7.20438
H -0.19020 -2.70926 8.48483
H 1.85672 -1.86129 7.40479
H 3.47742 -2.97109 4.67444
H 3.00292 -1.37293 5.26455
H 0.83737 -0.35874 3.66655
H 1.99006 -2.66042 0.36738
H 0.83269 -4.04068 3.85284
Br -0.67772 6.14874 3.23346
C -0.46738 4.45316 2.49385
C -1.56741 3.75048 2.02907
C -1.34909 2.51230 1.45904
N -0.13674 1.96150 1.35860
C 0.91580 2.64544 1.81941
C 0.79680 3.90048 2.38409
C 2.21528 1.96367 1.61898
C 3.33622 2.27607 2.36111
C 4.50688 1.57920 2.11001
Br 6.03944 1.94555 3.10370
C 4.52343 0.60297 1.12985
C 3.35040 0.34519 0.44672
N 2.20984 1.00031 0.68169
H -2.56653 4.15679 2.10087
H -2.17421 1.94011 1.05573
H 1.66846 4.45206 2.70651
H 3.30021 3.03445 3.13100
H 5.42088 0.04344 0.90391
H 3.32572 -0.40544 -0.32887
C 0.79507 0.60016 -4.63968
N 0.92903 0.94999 -3.20753
P 2.55145 1.28400 -2.59569
C 3.43903 1.98053 -4.03154
C 4.58088 1.31387 -4.46146
C 5.34716 1.82757 -5.50488
C 4.96635 3.00663 -6.12167
C 3.81830 3.67841 -5.70324
C 3.06238 3.17290 -4.66037
C 2.31406 2.84576 -1.64386
C 3.46435 3.34202 -1.02135
C 3.42995 4.52901 -0.30578
C 2.23592 5.23789 -0.18987
C 1.08912 4.75268 -0.79920
C 1.12960 3.56171 -1.52354
P -0.22878 0.47640 -2.08033
C -1.74733 1.28012 -2.67213
C -2.22756 2.35864 -1.92739
C -3.30623 3.11248 -2.37231
C -3.91200 2.79765 -3.57856
C -3.45249 1.71806 -4.32455
C -2.38413 0.95809 -3.87388
C -0.56523 -1.40000 -2.17753
C -1.98208 -1.94335 -2.60873
C -1.97783 -3.06080 -3.60334
C -0.85143 -3.58615 -4.06845
C 0.47540 -3.10126 -3.64411
C 0.61790 -2.10772 -2.77392
H 1.41040 1.26192 -5.23693
H -0.23138 0.74044 -4.96917
H 1.09416 -0.42875 -4.83911
H 4.87582 0.38740 -3.98021
H 6.23649 1.30387 -5.83220
H 5.56342 3.41089 -6.92949
H 3.52241 4.60020 -6.18873
H 2.17526 3.70320 -4.33197
H 4.40308 2.80063 -1.11533
H 4.33619 4.91212 0.14884
H 2.20800 6.17219 0.35792
H 0.16285 5.31195 -0.73278
H 0.23490 3.22166 -2.03323
H -1.75222 2.61353 -0.98451
H -3.66463 3.94748 -1.78337
H -4.74253 3.39059 -3.94075
H -3.92710 1.46615 -5.26441
H -2.06309 0.11037 -4.46561
H -2.70131 -1.18067 -2.88268
H -2.94454 -3.44139 -3.91484
H -0.88925 -4.40983 -4.77073
H 1.35199 -3.57659 -4.06926
H 1.60917 -1.76750 -2.48249

Atoms 1-2, force components in eV/Å:
0.338 -0.134 -0.210
0.091 -0.079 0.085

Here are the Löwdin charges for atoms 1 to 2, given in e:
1. Co 0.47
2. C -0.06